C65H85FIN3O3SSeTa as an isolated structure, computed with ωB97M-V with the def2-TZVPD basis set.

Orbital gap: 6.5 eV
HOMO level: -9.814 eV
E: -6171.8514 Eh
LUMO energy: -3.3 eV
Net charge: +1

Structure (XYZ):
```
161
Properties=species:S:1:pos:R:3:forces:R:3
Ta -0.2603 0.5210 1.4636 -0.304 -1.416 1.324
C 1.5061 -5.0933 -3.4656 -0.009 -0.016 0.006
C 2.5631 -4.9450 -2.3635 -0.024 -0.003 0.025
C 3.8305 -4.3192 -2.9601 0.013 0.021 0.026
C 2.9166 -6.3337 -1.8329 -0.005 -0.016 -0.024
C 2.0087 -4.0374 -1.2680 -0.005 -0.029 0.031
C 1.7273 -2.7104 -1.5412 -0.044 -0.040 0.039
C 1.1955 -1.9161 -0.5437 0.045 0.058 0.055
Se 0.9438 -0.0746 -0.8935 -0.180 -0.115 -0.392
C 2.6393 0.5230 -0.2271 0.020 0.093 -0.054
C 3.7020 0.6702 -1.0849 0.100 0.061 0.087
C 4.9442 1.0241 -0.5598 -0.072 -0.045 -0.077
C 5.0384 1.1700 0.8174 -0.018 -0.001 0.022
C 3.9811 1.0083 1.7276 0.178 -0.005 -0.027
C 2.7510 0.7118 1.1467 -0.494 -0.045 0.109
O 1.5628 0.5605 1.8417 0.660 0.587 0.216
C 4.2578 1.0748 3.2389 -0.052 0.023 -0.105
C 5.7451 1.2931 3.5263 0.021 0.007 0.041
C 3.8476 -0.2552 3.8714 -0.028 -0.086 0.036
C 3.4805 2.2036 3.9245 -0.002 -0.001 0.023
C 6.1333 1.1998 -1.5019 -0.025 -0.014 0.032
C 5.7828 2.2485 -2.5667 0.013 0.023 0.018
C 6.4279 -0.1426 -2.1856 0.024 0.003 0.010
C 7.3897 1.6586 -0.7637 0.021 0.005 -0.026
C 0.8791 -2.3501 0.7449 0.134 -0.311 0.178
O 0.2184 -1.5591 1.5892 -0.152 0.264 -0.498
C 1.2561 -3.6797 1.0695 -0.050 0.001 -0.026
C 1.7784 -4.4642 0.0406 -0.038 0.066 0.003
C 1.1918 -4.2417 2.5013 -0.013 0.027 -0.106
C 2.0347 -3.3385 3.4036 0.055 0.061 0.027
C 1.7564 -5.6613 2.5907 0.009 0.003 0.037
C -0.2322 -4.2784 3.0578 0.104 -0.015 0.024
H 1.8685 -5.7492 -4.2585 0.025 -0.013 -0.026
H 0.5859 -5.5206 -3.0643 -0.019 -0.014 0.011
H 1.2627 -4.1282 -3.9126 -0.010 0.024 -0.012
H 4.2656 -4.9881 -3.7031 0.009 -0.018 -0.036
H 3.6203 -3.3700 -3.4548 -0.010 0.024 0.001
H 4.5763 -4.1369 -2.1851 0.023 -0.014 0.017
H 3.3419 -6.9315 -2.6392 -0.001 -0.016 -0.018
H 3.6550 -6.2850 -1.0318 0.036 0.008 0.018
H 2.0381 -6.8623 -1.4603 -0.029 -0.005 0.017
H 1.9070 -2.2888 -2.5226 0.022 0.028 -0.006
H 3.5672 0.5003 -2.1450 -0.008 0.014 -0.034
H 6.0027 1.4182 1.2260 0.009 0.007 -0.018
H 6.3707 0.5082 3.1002 0.002 -0.034 -0.010
H 6.1011 2.2585 3.1631 -0.006 0.028 0.003
H 5.8893 1.2760 4.6061 0.015 0.004 0.027
H 4.4077 -1.0862 3.4420 0.030 -0.034 -0.019
H 4.0440 -0.2282 4.9447 0.008 -0.012 0.020
H 2.7869 -0.4455 3.7306 -0.090 -0.028 -0.002
H 3.5763 3.1461 3.3835 0.024 0.016 -0.009
H 2.4266 1.9588 4.0171 -0.002 -0.008 -0.014
H 3.8789 2.3447 4.9301 0.005 0.011 0.036
H 4.9545 1.9240 -3.1974 -0.025 -0.005 -0.009
H 5.5037 3.1967 -2.1046 0.011 0.013 0.013
H 6.6425 2.4260 -3.2141 0.008 -0.014 -0.020
H 5.5697 -0.5018 -2.7550 -0.022 0.000 -0.021
H 7.2671 -0.0369 -2.8748 0.013 0.003 -0.016
H 6.6849 -0.9061 -1.4500 0.005 -0.008 0.021
H 7.2314 2.6019 -0.2393 -0.011 0.034 0.000
H 7.7332 0.9154 -0.0429 -0.005 -0.023 0.022
H 8.1936 1.8119 -1.4840 0.019 -0.005 -0.004
H 2.0248 -5.4835 0.2776 0.044 -0.080 0.026
H 3.0508 -3.2452 3.0191 0.050 0.004 0.000
H 1.5954 -2.3457 3.4643 0.014 0.091 0.007
H 2.0857 -3.7556 4.4106 -0.007 -0.001 0.038
H 2.7940 -5.7151 2.2600 0.036 0.013 -0.007
H 1.7285 -5.9817 3.6328 -0.011 -0.004 0.011
H 1.1694 -6.3767 2.0128 -0.018 -0.014 -0.021
H -0.6622 -3.2821 3.0672 0.122 -0.071 0.121
H -0.8726 -4.9444 2.4755 -0.029 0.011 -0.036
H -0.2125 -4.6445 4.0856 0.003 -0.047 0.017
C -0.0064 3.1483 -1.0013 0.008 0.115 0.054
C -1.4218 3.6747 -1.2039 -0.017 0.009 -0.087
C -1.4222 5.1960 -1.0035 -0.061 0.006 0.069
C -2.6068 3.0415 -0.4685 0.045 0.048 0.044
C -3.8223 3.2114 -1.1265 -0.063 0.157 0.075
C -5.0275 2.8590 -0.5530 0.002 0.020 0.005
C -5.0465 2.3766 0.7413 0.059 0.060 0.004
C -3.8694 2.2070 1.4626 -0.035 0.114 -0.060
C -4.0294 1.9735 2.9691 -0.016 -0.053 -0.038
C -4.7023 3.1976 3.6150 -0.040 0.028 0.044
C -4.8871 0.7506 3.3501 0.063 -0.028 -0.121
C -2.6390 2.4512 0.8045 -0.119 -0.239 0.298
N -1.3863 2.2864 1.5400 0.334 -0.023 -0.169
C -1.1306 3.4903 2.2785 -0.009 -0.173 -0.278
C -2.0611 4.5114 2.4606 0.081 0.217 -0.074
C -1.7625 5.6169 3.2448 0.126 -0.050 -0.022
C -0.5217 5.7515 3.8520 -0.039 -0.058 -0.031
C 0.4513 4.7873 3.6261 -0.057 -0.076 -0.111
C 0.1150 3.7161 2.8335 0.334 -0.259 -0.163
F 1.0539 2.7841 2.5032 -0.351 0.641 0.123
H 0.6357 3.5677 -1.7788 0.018 0.019 -0.015
H 0.0145 2.0693 -1.1104 -0.064 0.256 -0.035
H 0.4201 3.4400 -0.0418 0.025 0.018 0.067
H -1.6535 3.5051 -2.2605 0.053 -0.009 0.137
H -1.1065 5.4631 0.0058 -0.007 0.002 0.047
H -2.4089 5.6271 -1.1745 -0.020 -0.001 0.001
H -0.7258 5.6564 -1.7047 0.039 0.024 -0.013
H -3.8136 3.6649 -2.1114 0.000 0.007 -0.013
H -5.9525 3.0042 -1.0956 -0.039 0.003 -0.021
H -5.9960 2.1836 1.2227 -0.029 -0.007 0.006
H -3.0379 1.8760 3.4072 0.068 -0.040 0.095
H -5.7050 3.3430 3.2113 -0.041 -0.019 0.007
H -4.1423 4.1165 3.4726 -0.137 -0.068 0.065
H -4.7969 3.0335 4.6884 0.011 0.003 0.026
H -5.7074 0.5938 2.6479 -0.017 0.040 0.013
H -5.3281 0.9060 4.3335 0.015 -0.030 0.027
H -4.3291 -0.1822 3.4036 0.058 -0.063 -0.092
H -3.0183 4.4638 1.9649 0.127 0.032 -0.007
H -2.5125 6.3842 3.3714 -0.035 0.043 0.024
H -0.3038 6.6055 4.4763 0.017 0.032 0.001
H 1.4475 4.8524 4.0373 0.052 0.033 0.012
C -3.6700 -0.7980 0.2304 -0.039 -0.135 -0.045
C -4.8236 -1.7451 -0.1784 -0.014 0.024 0.038
N -4.3780 -3.1333 -0.1544 0.012 -0.058 -0.006
C -3.2161 -3.2754 -1.0244 0.022 0.008 0.001
C -2.0499 -2.3742 -0.5360 0.028 -0.079 0.012
N -2.4714 -1.5705 0.6297 -0.216 0.633 -0.383
C -2.8539 -2.5108 1.6961 0.027 -0.067 -0.092
C -3.9728 -3.4678 1.2052 0.040 0.007 0.016
H -3.9566 -0.1722 1.0647 -0.060 -0.001 0.179
H -3.3784 -0.1337 -0.5793 0.005 0.008 -0.004
H -5.1810 -1.5156 -1.1814 -0.024 0.030 -0.078
H -5.6711 -1.6521 0.5046 -0.008 0.018 -0.007
H -3.5121 -3.0229 -2.0443 -0.016 0.030 -0.023
H -2.9151 -4.3243 -1.0137 0.013 -0.004 -0.058
H -1.7203 -1.6890 -1.3145 0.016 0.011 -0.039
H -1.1930 -2.9784 -0.2476 -0.035 -0.024 0.031
H -3.1883 -1.9440 2.5589 -0.082 0.054 0.082
H -1.9643 -3.0638 1.9776 -0.191 0.091 -0.119
H -4.8487 -3.4090 1.8524 -0.012 -0.004 0.018
H -3.6238 -4.5014 1.2128 -0.009 -0.033 0.014
O -1.7548 0.8467 -1.7694 -0.235 -0.431 -0.394
S -1.6774 0.1838 -3.1231 0.315 -0.006 0.386
C -3.3312 -0.1900 -3.6329 -0.119 -0.007 -0.037
C -4.4096 0.4799 -3.0758 0.018 -0.040 0.004
C -5.6885 0.1602 -3.5076 0.039 -0.040 -0.003
C -5.8736 -0.8187 -4.4754 0.056 0.013 0.010
C -4.7828 -1.4910 -5.0123 -0.031 -0.010 0.006
C -3.4996 -1.1823 -4.5877 -0.107 0.058 -0.002
C -1.2678 1.4677 -4.2725 0.034 0.014 -0.260
C -2.1155 2.5369 -4.5405 0.017 -0.014 -0.036
C -1.6967 3.5201 -5.4186 0.016 -0.001 -0.001
C -0.4483 3.4292 -6.0279 -0.019 -0.009 0.023
C 0.3878 2.3580 -5.7587 -0.002 -0.010 0.023
C -0.0220 1.3692 -4.8730 -0.003 0.104 -0.011
H -4.2427 1.2256 -2.3073 -0.007 -0.140 -0.092
H -6.5411 0.6704 -3.0817 -0.049 0.024 0.016
H -6.8716 -1.0658 -4.8068 -0.053 -0.019 -0.012
H -4.9321 -2.2632 -5.7539 -0.011 -0.012 -0.021
H -2.6425 -1.7037 -4.9945 0.038 -0.024 -0.005
H -3.0909 2.5949 -4.0728 0.027 -0.037 -0.041
H -2.3461 4.3557 -5.6382 -0.020 0.035 -0.015
H -0.1328 4.1962 -6.7210 0.007 0.030 -0.020
H 1.3542 2.2870 -6.2379 0.025 0.005 -0.013
H 0.6199 0.5269 -4.6487 0.012 -0.042 0.003
I -0.5251 0.8325 4.7862 0.081 0.067 -0.035
C -1.3300 -0.2950 3.1654 0.235 0.129 -0.100
H -2.3979 -0.1442 3.1851 -0.111 0.137 -0.003
H -1.0620 -1.3243 3.3460 -0.063 -0.023 0.079
```
Forces are in eV/Å.